{
  "formula": "C54H40Cl5GaNOP2",
  "method": "ωB97M-V/def2-TZVPD",
  "charge": -1,
  "fmax_ha_per_bohr": 0.139,
  "relative_energy_kj_mol": 1746.8,
  "symbols": ["Ga", "Cl", "C", "C", "Cl", "C", "Cl", "C", "O", "C", "Cl", "C", "Cl", "C", "C", "C", "C", "C", "C", "P", "C", "C", "C", "C", "C", "C", "C", "C", "C", "C", "C", "C", "C", "C", "C", "C", "H", "H", "H", "H", "H", "H", "H", "H", "H", "H", "H", "H", "H", "H", "H", "H", "C", "C", "C", "C", "C", "C", "P", "C", "C", "C", "C", "C", "C", "C", "C", "C", "C", "C", "C", "H", "H", "H", "H", "H", "H", "H", "H", "H", "H", "H", "H", "H", "H", "H", "C", "C", "C", "C", "C", "C", "C", "C", "N", "H", "H", "H", "H", "H", "H", "H", "H", "H"],
  "coordinates": [[0.44875, -0.06335, 0.10570], [-1.68966, 6.17513, 3.78857], [-1.66001, 4.48776, 3.41588], [-1.63604, 4.09329, 2.08401], [-1.57562, 5.27800, 0.83299], [-1.65648, 2.74534, 1.74763], [-1.67292, 2.27092, 0.08221], [-1.57662, 1.76377, 2.74429], [-1.68548, 0.51147, 2.31094], [-1.51840, 2.18485, 4.11357], [-1.33436, 0.83850, 5.21808], [-1.70056, 3.51929, 4.43438], [-1.77796, 4.11209, 6.03444], [3.35434, -5.93950, -2.22743], [3.89742, -4.67909, -2.01163], [3.06542, -3.58822, -1.83024], [1.67607, -3.72943, -1.88364], [1.14259, -4.99089, -2.12695], [1.97807, -6.08954, -2.29087], [0.73467, -2.20211, -1.52705], [-1.02967, -2.67039, -1.61245], [-1.93946, -1.86802, -2.29968], [-3.29666, -2.15459, -2.27125], [-3.76738, -3.24451, -1.55386], [-2.87379, -4.03291, -0.84293], [-1.51830, -3.74005, -0.86250], [0.94657, -1.25447, -3.07152], [1.07073, -1.88145, -4.28392], [1.29386, -1.14479, -5.46277], [1.42723, 0.21159, -5.39121], [1.31809, 0.89470, -4.15614], [1.49951, 2.29783, -4.09423], [1.38777, 2.94477, -2.90093], [1.05931, 2.22382, -1.73147], [0.86510, 0.86371, -1.72190], [1.03249, 0.17042, -2.96513], [4.00175, -6.80016, -2.33974], [4.97109, -4.54736, -1.96404], [3.49710, -2.61241, -1.63622], [0.07304, -5.12456, -2.21123], [1.54541, -7.06583, -2.47130], [-1.58734, -1.00939, -2.85832], [-3.98762, -1.51982, -2.81145], [-4.82567, -3.47249, -1.54013], [-3.23194, -4.87522, -0.26304], [-0.83657, -4.34415, -0.27705], [1.00483, -2.96209, -4.33912], [1.37296, -1.65854, -6.41268], [1.62542, 0.79317, -6.28512], [1.73083, 2.83654, -5.00646], [1.54144, 4.01558, -2.83838], [0.97581, 2.79165, -0.81119], [-0.55439, -6.25626, 4.24488], [-1.40032, -5.74845, 3.27325], [-1.04517, -4.60064, 2.57308], [0.15337, -3.93952, 2.82971], [0.98587, -4.45278, 3.82674], [0.64057, -5.60022, 4.52062], [0.41396, -2.29764, 1.99478], [-0.06386, -1.17722, 3.30264], [0.70053, -0.69560, 4.33003], [0.27237, 0.39878, 5.08357], [-1.78212, 1.29525, 6.56112], [-2.11260, -0.43403, 4.53432], [-1.51545, -0.71867, 3.21653], [2.22090, -2.23794, 1.79298], [2.95564, -3.39062, 1.66047], [4.34441, -3.39075, 1.48004], [5.04658, -2.16023, 1.45105], [4.38713, -0.98560, 1.54398], [2.89800, -0.88632, 1.73370], [-0.82456, -7.15020, 4.79316], [-2.34200, -6.24005, 3.05974], [-1.72236, -4.19969, 1.82753], [1.90729, -3.93890, 4.07135], [1.30052, -5.98026, 5.29132], [1.70710, -1.06024, 4.50787], [1.03860, 0.99963, 5.55160], [-2.08218, 1.12170, 7.56541], [-2.88315, -1.05499, 4.94336], [-2.07152, -1.51109, 2.71823], [2.44461, -4.34585, 1.68322], [4.87267, -4.32724, 1.35936], [6.12455, -2.16452, 1.33115], [4.93297, -0.05073, 1.51517], [2.76668, -0.45904, 2.75192], [4.14095, 0.35625, -1.40599], [3.83769, 1.46675, -0.43743], [4.44273, 2.70343, -0.62038], [4.16171, 3.76865, 0.22051], [3.27360, 3.58855, 1.26599], [2.66749, 2.35474, 1.49111], [1.75630, 2.20071, 2.67550], [2.93498, 1.27863, 0.62800], [2.27503, 0.02641, 0.76549], [5.12542, -0.07818, -1.21161], [4.12833, 0.73095, -2.43214], [3.39896, -0.43287, -1.31008], [5.13158, 2.83341, -1.44862], [4.62684, 4.73338, 0.05712], [3.03657, 4.41513, 1.92746], [2.33618, 2.07724, 3.59342], [1.11623, 1.32456, 2.58543], [1.12697, 3.08413, 2.80718]],
  "forces_ev_per_angstrom": [[0.982, -0.338, -0.690], [-0.002, -0.015, 0.052], [-0.323, -0.138, -0.135], [0.051, 0.005, 0.021], [-0.010, 0.020, -0.024], [0.169, 0.105, 0.097], [-0.228, 0.020, 0.293], [-0.655, 0.089, 0.370], [0.632, -0.388, -0.262], [-0.571, 0.286, -2.710], [-2.225, -1.346, 6.653], [0.871, 0.242, -0.218], [-0.030, 0.247, 0.367], [0.000, 0.011, 0.007], [0.001, -0.013, -0.008], [-0.019, 0.006, 0.032], [0.144, 0.034, 0.163], [-0.029, 0.011, -0.115], [0.000, 0.005, -0.012], [-0.414, 0.068, -0.193], [0.028, -0.080, -0.018], [0.012, -0.021, -0.044], [-0.008, 0.006, 0.009], [0.001, -0.003, 0.005], [-0.001, 0.008, -0.011], [0.001, 0.026, 0.061], [0.038, 0.065, 0.049], [0.008, -0.031, -0.008], [-0.002, 0.012, 0.007], [0.011, -0.016, 0.011], [-0.014, 0.024, -0.025], [-0.012, -0.007, 0.011], [-0.001, -0.011, -0.010], [-0.084, 0.027, 0.000], [-0.185, 0.036, -0.004], [-0.016, -0.013, 0.011], [0.001, 0.004, -0.024], [-0.001, 0.000, 0.009], [0.002, -0.012, 0.056], [-0.010, 0.002, 0.043], [0.000, 0.000, 0.000], [0.006, -0.018, -0.022], [0.000, 0.004, 0.004], [-0.002, 0.009, 0.012], [0.001, 0.003, 0.004], [0.009, -0.007, -0.006], [0.014, 0.000, 0.005], [0.014, -0.001, 0.001], [0.001, 0.001, 0.001], [-0.003, -0.001, -0.001], [0.007, -0.001, 0.002], [-0.016, -0.001, -0.001], [0.002, 0.007, -0.014], [-0.006, -0.007, 0.012], [0.010, -0.029, -0.032], [-0.018, -0.023, -0.096], [-0.020, 0.022, 0.028], [0.002, 0.006, 0.013], [0.080, -0.248, 0.581], [-0.324, -0.177, -0.947], [-0.695, 0.846, -0.782], [2.072, -1.169, -0.435], [0.275, 0.863, -1.526], [0.981, 0.006, -2.649], [0.625, -0.067, 0.777], [-0.126, 0.042, 0.237], [0.004, -0.005, -0.216], [-0.062, -0.046, -0.002], [0.025, 0.051, -0.090], [0.005, -0.081, 0.043], [-0.115, 0.202, 0.326], [0.000, -0.001, -0.002], [0.002, -0.002, -0.001], [0.009, 0.003, -0.002], [0.011, -0.009, -0.011], [0.000, 0.004, 0.001], [0.049, 0.035, -0.031], [-0.696, 0.443, 0.565], [0.215, -0.586, -0.047], [-0.188, 0.750, 0.805], [-0.246, 0.309, -0.295], [0.010, -0.008, 0.008], [-0.004, -0.006, 0.022], [0.001, 0.002, 0.011], [-0.006, 0.006, -0.011], [0.042, 0.067, -0.036], [-0.026, 0.008, -0.006], [-0.022, 0.001, -0.019], [0.014, 0.002, 0.016], [-0.011, 0.002, -0.003], [0.002, -0.001, 0.001], [0.024, -0.031, 0.066], [-0.019, 0.012, -0.024], [0.022, 0.026, -0.092], [-0.053, -0.130, 0.046], [0.002, 0.001, -0.002], [0.004, -0.002, 0.002], [0.000, -0.002, -0.005], [-0.019, 0.007, -0.015], [-0.003, 0.001, -0.001], [0.004, 0.000, 0.001], [-0.001, -0.005, 0.002], [0.006, -0.004, 0.009], [0.017, 0.003, 0.006]],
  "mulliken_charge": [0.9263, -0.2190, 0.1510, 0.1011, -0.2017, 0.7991, -0.0345, -0.5446, -0.2860, -0.3922, 0.3032, 0.7487, -0.1860, -0.6711, -0.6597, -0.4456, -0.1102, -0.4076, -0.7104, 2.0217, 1.0301, -0.8326, -0.8906, -0.8664, -0.9075, -1.2527, 0.0564, -0.2935, -1.0328, -0.8652, 1.4467, -0.9849, -1.2569, 0.7743, -0.5320, -0.0539, 0.3629, 0.4657, 0.2984, 0.5095, 0.4308, 0.4084, 0.4594, 0.3829, 0.4906, 0.9547, 0.4859, 0.4053, 0.3871, 0.3398, 0.4550, 0.3779, -0.6157, -0.8286, -0.3597, 0.9262, -0.4790, -0.8095, 0.2686, 0.9913, -0.2473, -1.2757, -0.4630, -1.5905, -1.1798, 0.2064, -0.5696, -1.1587, -0.9905, -1.0746, 1.5272, 0.3754, 0.4285, 0.3421, 0.4065, 0.4086, 0.5970, 0.4117, 0.4017, 0.4357, 0.6129, 0.4743, 0.4114, 0.4088, 0.6536, -0.4724, -1.2931, 1.4273, -0.5750, -1.0710, -0.6897, 0.7655, -0.6654, -0.9390, 0.9231, 0.4739, 0.5124, -0.3948, 0.4450, 0.3673, 0.4718, 0.4774, -0.9036, 0.5602]
}